No. 1
{
  "formula": "C44H28BrF4HgN9O3PS",
  "method": "ωB97M-V with the def2-TZVPD basis set",
  "energy_ev": -170848.82535,
  "homo_energy_ev": [-0.72, -3.10],
  "multiplicity": 2,
  "fmax_ha_per_bohr": 0.0303,
  "charge": -2,
  "s2": 0.7781,
  "de_lowest_kcal_mol": 31.4,
  "species": ["Hg", "C", "C", "C", "C", "N", "C", "N", "C", "N", "C", "N", "C", "C", "C", "C", "C", "N", "C", "C", "C", "C", "C", "C", "H", "H", "H", "H", "H", "H", "H", "H", "H", "H", "H", "H", "F", "C", "C", "F", "C", "F", "C", "P", "C", "C", "C", "C", "C", "C", "C", "C", "C", "C", "C", "C", "C", "Br", "C", "F", "H", "H", "H", "H", "H", "H", "H", "H", "H", "H", "N", "C", "N", "C", "N", "N", "C", "C", "C", "C", "C", "C", "S", "O", "O", "O", "H", "H", "H", "H", "H", "H"],
  "positions_angstrom": [[-0.48790, 0.28620, -0.54688], [-2.22603, 2.69472, 3.51206], [-3.39674, 3.26515, 2.98021], [-3.49451, 3.43108, 1.62861], [-2.43616, 3.01577, 0.76298], [-1.34464, 2.38876, 1.29137], [-1.26129, 2.28210, 2.62255], [-2.58629, 3.32858, -0.52932], [-1.83802, 2.96718, -1.57072], [-0.79789, 2.06915, -1.68299], [-0.36236, 2.02576, -2.99194], [0.60399, 1.33409, -3.57197], [1.42462, 0.37605, -3.09031], [2.40505, -0.09554, -4.00494], [3.29571, -1.06715, -3.64126], [3.21717, -1.60971, -2.35170], [2.24788, -1.12469, -1.51254], [1.37441, -0.16317, -1.84164], [-1.16514, 2.95540, -3.76456], [-1.17228, 3.27348, -5.11749], [-2.11640, 4.18099, -5.56550], [-3.03405, 4.77044, -4.68088], [-3.02662, 4.45907, -3.33277], [-2.08850, 3.53710, -2.87918], [-2.07583, 2.58184, 4.57790], [-4.20137, 3.57829, 3.63622], [-4.36441, 3.87244, 1.16268], [-0.35039, 1.83538, 3.00925], [2.41055, 0.35444, -4.98649], [4.05638, -1.40641, -4.33299], [3.90071, -2.37656, -2.01494], [2.16043, -1.51810, -0.50250], [-0.46216, 2.80684, -5.78860], [-2.15605, 4.44052, -6.61762], [-3.76438, 5.47386, -5.06541], [-3.72888, 4.90614, -2.63942], [-6.68039, -3.12848, 3.21562], [-5.47531, -2.80471, 2.78126], [-4.36353, -3.48765, 3.23893], [-4.51672, -4.47345, 4.12358], [-3.11387, -3.13827, 2.78623], [-2.09023, -3.82989, 3.27720], [-2.88652, -2.09410, 1.87675], [-1.18594, -1.69317, 1.33097], [-0.32119, -1.37307, 2.91331], [1.07249, -1.31011, 2.85735], [1.81196, -1.00897, 3.98926], [1.16381, -0.74088, 5.18739], [-0.22118, -0.76799, 5.24160], [-0.96232, -1.08056, 4.11157], [-0.49592, -3.32725, 0.82596], [0.24209, -4.18408, 1.64192], [0.71733, -5.38402, 1.13761], [0.47224, -5.74249, -0.18158], [-0.26773, -4.90249, -0.99855], [-0.75341, -3.70679, -0.49134], [-4.04018, -1.42474, 1.41900], [-3.95790, 0.01572, 0.21078], [-5.29741, -1.78120, 1.87349], [-6.38180, -1.13532, 1.45058], [1.57590, -1.50727, 1.91639], [2.89309, -0.98099, 3.93726], [1.74056, -0.50559, 6.07276], [-0.73172, -0.53681, 6.16843], [-2.04324, -1.07858, 4.16521], [0.44782, -3.92786, 2.67023], [1.28655, -6.04038, 1.78470], [0.86086, -6.67553, -0.57011], [-0.45671, -5.16221, -2.03335], [-1.32743, -3.04619, -1.12637], [-1.51164, -1.03184, -2.00828], [-1.35605, -1.70956, -2.95366], [-1.20237, -2.42586, -3.98342], [-1.04490, -3.70927, -4.12140], [-0.91331, -4.84909, -4.31139], [1.57071, 1.33913, 0.87320], [2.90014, 1.57061, 0.42074], [3.95943, 0.88122, 1.00161], [5.25988, 1.11552, 0.58119], [5.50792, 2.03265, -0.42474], [4.45364, 2.70957, -1.01954], [3.15019, 2.47837, -0.60399], [7.21460, 2.46115, -0.81364], [7.46423, 3.62250, 0.03837], [7.98858, 1.28136, -0.43850], [7.22364, 2.76090, -2.23965], [1.58315, 0.92192, 1.79436], [1.02533, 2.19358, 0.89394], [3.75763, 0.17098, 1.79993], [6.10758, 0.60809, 1.02384], [4.67457, 3.41837, -1.80749], [2.31435, 2.99560, -1.06470]]
}


No. 2
{
  "formula": "C15H24N4OP2Pr",
  "method": "ωB97M-V with the def2-TZVPD basis set",
  "energy_ev": -56577.29698,
  "homo_energy_ev": [-14.25, -14.04],
  "multiplicity": 4,
  "fmax_ha_per_bohr": 0.0439,
  "charge": 2,
  "s2": 3.7633,
  "de_lowest_kcal_mol": 11.6,
  "species": ["Pr", "P", "P", "N", "N", "H", "H", "H", "C", "H", "C", "H", "H", "C", "C", "H", "C", "H", "H", "H", "H", "H", "O", "C", "C", "C", "H", "H", "H", "H", "H", "H", "H", "C", "H", "N", "C", "C", "C", "C", "C", "N", "C", "H", "H", "H", "H"],
  "positions_angstrom": [[0.01792, 0.17964, 0.24328], [-1.13932, -2.20152, 0.86124], [-2.02560, 1.78980, -0.72325], [1.82519, -1.20142, -0.00878], [1.27167, 1.36805, -1.16421], [3.83719, -0.86430, -0.56413], [3.35763, 1.63482, -1.26383], [3.15378, 0.28878, 0.72208], [2.96498, -0.26347, -0.23959], [2.67220, 0.29173, -2.33972], [2.62226, 0.80665, -1.34592], [2.63218, -3.14536, 0.01887], [1.28798, 3.22897, -2.17680], [1.74859, -2.45538, 0.11312], [0.68346, 2.46370, -1.63305], [0.49538, -3.84707, 1.27924], [0.39257, -3.19674, 0.38538], [0.05431, -3.73657, -0.52644], [-2.82620, 0.83849, -1.53312], [-2.63620, 2.20979, 0.56880], [-2.32781, -2.54946, 0.07437], [-1.37018, -2.29772, 2.33793], [-0.74932, -1.11995, -1.64289], [0.00659, -1.24335, -2.80942], [-0.14921, -2.67291, -3.32207], [-0.48735, -0.19499, -3.80884], [1.09965, -1.05917, -2.64272], [0.31364, -3.36518, -2.60356], [-1.22916, -2.89147, -3.35096], [0.29840, -2.79682, -4.31828], [-0.41348, 0.81553, -3.38779], [0.07602, -0.23459, -4.74938], [-1.55286, -0.39653, -3.99448], [-0.73458, 2.75457, -1.44279], [-1.11732, 3.71945, -1.78695], [-3.89814, 1.84051, 4.89421], [-2.81508, 1.72597, 4.54533], [-1.46693, 1.57983, 4.08147], [-0.34084, 1.94087, 4.83634], [0.97365, 1.81388, 4.36695], [1.16452, 1.31560, 3.08262], [0.04294, 0.99282, 2.41980], [-1.24732, 1.06259, 2.81129], [-0.50388, 2.33393, 5.82726], [1.85458, 2.07415, 4.92932], [2.11987, 1.15768, 2.56949], [-2.03887, 0.71984, 2.10880]]
}


No. 3
{
  "formula": "C19H23N3O2",
  "method": "ωB97M-V with the def2-TZVPD basis set",
  "energy_ev": -28643.46384,
  "homo_energy_ev": -7.89,
  "multiplicity": 1,
  "fmax_ha_per_bohr": 0.0163,
  "smiles": "O=c1[nH]c(NCCO)nc2c1C1(CCCCC1)Cc1ccccc1-2",
  "de_lowest_kcal_mol": 3.1,
  "species": ["O", "C", "N", "C", "N", "C", "C", "O", "N", "C", "C", "C", "C", "C", "C", "C", "C", "C", "C", "C", "C", "C", "C", "C", "H", "H", "H", "H", "H", "H", "H", "H", "H", "H", "H", "H", "H", "H", "H", "H", "H", "H", "H", "H", "H", "H", "H"],
  "positions_angstrom": [[-0.19683, 3.04546, 0.88687], [-0.44804, 1.85143, 0.90076], [-1.70828, 1.46876, 1.38733], [-2.17709, 0.19486, 1.35732], [-3.37360, -0.05104, 1.94943], [-4.08614, -1.27595, 1.67816], [-5.25159, -1.05145, 0.71033], [-4.74502, -0.45511, -0.46125], [-1.48647, -0.77124, 0.83770], [-0.24485, -0.49125, 0.36432], [0.35748, 0.74460, 0.45182], [1.76883, 0.95778, -0.07470], [2.51221, 2.04702, 0.71688], [3.85088, 2.42470, 0.08867], [3.65094, 2.88773, -1.35008], [2.97681, 1.79363, -2.17026], [1.64167, 1.40056, -1.54537], [2.53865, -0.36689, 0.06013], [1.80030, -1.52369, -0.53059], [2.43468, -2.53562, -1.23160], [1.71281, -3.61358, -1.71734], [0.34628, -3.68824, -1.50116], [-0.29834, -2.68327, -0.80526], [0.42273, -1.59792, -0.31821], [-2.28578, 2.23378, 1.71613], [-3.94741, 0.75372, 2.15724], [-3.35905, -1.95732, 1.23576], [-4.46994, -1.69304, 2.61396], [-6.00257, -0.39404, 1.17814], [-5.72518, -2.01794, 0.49521], [-5.42783, -0.43996, -1.13868], [1.88966, 2.93950, 0.75219], [2.66579, 1.70500, 1.74394], [4.54352, 1.58069, 0.11133], [4.30021, 3.22936, 0.67532], [3.01884, 3.77826, -1.35311], [4.61181, 3.15355, -1.79733], [3.63299, 0.92340, -2.23583], [2.80230, 2.14692, -3.18935], [0.97234, 2.26329, -1.57528], [1.18134, 0.59508, -2.12384], [3.52363, -0.28480, -0.39568], [2.68489, -0.56649, 1.12844], [3.50149, -2.48232, -1.39913], [2.21783, -4.39577, -2.26557], [-0.21505, -4.52996, -1.88004], [-1.36305, -2.71397, -0.63666]]
}


No. 4
{
  "formula": "C23H41GaIP2",
  "method": "ωB97M-V with the def2-TZVPD basis set",
  "energy_ev": -103560.80766,
  "homo_energy_ev": [-10.20, -10.20],
  "multiplicity": 1,
  "fmax_ha_per_bohr": 0.0989,
  "charge": 1,
  "de_lowest_kcal_mol": 97.8,
  "species": ["Ga", "C", "C", "C", "C", "C", "C", "H", "H", "H", "C", "H", "H", "H", "C", "H", "H", "H", "C", "H", "H", "H", "C", "H", "H", "H", "C", "C", "C", "C", "C", "C", "C", "C", "H", "H", "H", "H", "H", "H", "H", "H", "H", "H", "H", "H", "P", "C", "C", "P", "C", "C", "C", "H", "H", "H", "H", "H", "H", "H", "H", "H", "H", "H", "H", "H", "H", "I"],
  "positions_angstrom": [[0.19801, 0.33088, -2.04529], [-0.42029, 0.10314, 4.08150], [-1.37170, -0.78288, 3.49723], [0.43324, -2.03027, 4.21110], [0.68575, -0.67552, 4.53365], [-0.83371, -2.09805, 3.55839], [-0.56910, 1.56270, 4.23953], [-1.20243, 1.98865, 3.44929], [0.41188, 2.06002, 4.21071], [-1.03681, 1.81101, 5.20823], [1.88927, -0.16952, 5.22968], [1.73475, 0.85869, 5.57206], [2.77274, -0.17940, 4.57442], [2.12271, -0.79424, 6.10163], [1.32543, -3.16352, 4.52844], [1.61403, -3.14980, 5.58823], [2.25293, -3.12734, 3.93992], [0.83081, -4.11666, 4.31944], [-1.49352, -3.33132, 3.08123], [-2.10646, -3.79485, 3.87328], [-0.74789, -4.07357, 2.76244], [-2.15864, -3.11610, 2.23380], [-2.69669, -0.41576, 2.96517], [-3.46824, -0.53017, 3.74071], [-2.97626, -1.06304, 2.12749], [-2.71582, 0.62557, 2.63321], [0.95541, 1.87411, -2.93297], [0.23811, 3.17765, -2.66607], [-1.24810, 3.24312, -3.06032], [-2.01024, 1.95477, -3.44427], [-1.55196, 0.58755, -2.93566], [-0.71652, -0.27181, -3.72385], [0.21233, 0.21293, -4.81662], [0.85228, 1.57438, -4.46828], [-1.32885, 3.93146, -3.92305], [-2.08977, 1.93705, -4.54404], [-1.83005, 3.75744, -2.27627], [0.28353, 2.38035, -4.95685], [2.01442, 1.94841, -2.64132], [0.74185, 3.92871, -3.32551], [1.88011, 1.62080, -4.86954], [1.01740, -0.52636, -4.95892], [-0.96285, -1.33485, -3.75722], [-0.31674, 0.28778, -5.78194], [-3.04000, 2.07851, -3.06636], [-2.32668, 0.08518, -2.34567], [0.53118, 4.41929, -1.09840], [1.86324, 3.42170, -0.32135], [-0.78631, 3.75042, 0.01542], [0.81968, -3.02398, -2.79153], [1.46219, -1.39690, -2.19329], [-0.58797, -3.17177, -1.60772], [2.01043, -4.24903, -2.14138], [1.52997, 2.37665, -0.20440], [2.07504, 3.84709, 0.66519], [2.79274, 3.46435, -0.91775], [-1.40281, 2.99652, -0.47550], [-1.43062, 4.58404, 0.32633], [-0.35057, 3.29752, 0.90914], [2.73108, -4.39330, -2.95477], [1.49589, -5.19320, -1.93878], [2.51806, -3.85867, -1.25265], [1.90701, -1.55648, -1.20077], [2.26178, -1.05833, -2.88023], [-0.50009, -4.09876, -1.02132], [-1.50134, -3.21312, -2.21974], [-0.63369, -2.29876, -0.93410], [-0.05258, 0.17885, 0.51687]]
}


No. 5
{
  "formula": "C11H8BrN3SSe4TeV",
  "method": "ωB97M-V with the def2-TZVPD basis set",
  "energy_ev": -391256.33089,
  "homo_energy_ev": [-0.86, -0.81],
  "multiplicity": 4,
  "fmax_ha_per_bohr": 0.0111,
  "charge": -2,
  "s2": 3.7661,
  "de_lowest_kcal_mol": 16.6,
  "species": ["V", "S", "C", "C", "C", "C", "C", "N", "H", "H", "H", "H", "Se", "Se", "Te", "Se", "Br", "C", "C", "C", "N", "C", "C", "H", "H", "H", "H", "Se", "C", "N"],
  "positions_angstrom": [[-1.20816, 0.67014, 0.96040], [-2.25892, -1.38257, -0.21124], [-1.54303, -0.52817, -1.53774], [-1.61727, -0.93175, -2.87988], [-0.98321, -0.17972, -3.84314], [-0.29511, 0.97394, -3.47639], [-0.28899, 1.33397, -2.14378], [-0.87700, 0.59542, -1.19883], [-2.17545, -1.82430, -3.12653], [-1.03396, -0.47895, -4.88493], [0.18536, 1.60720, -4.20951], [0.17586, 2.25123, -1.79857], [-0.87834, 3.21230, 1.52392], [0.23434, 4.34010, -0.11128], [-3.43507, 3.17493, -1.62145], [-3.13784, 2.42391, 0.72847], [4.62749, -2.85377, 1.68119], [3.01037, -1.87994, 1.46080], [3.02798, -0.66890, 0.79721], [1.82437, 0.00542, 0.66793], [0.67638, -0.47149, 1.14536], [0.67889, -1.64378, 1.78036], [1.83133, -2.38934, 1.96857], [3.94182, -0.25514, 0.39749], [1.77052, 0.96940, 0.17283], [-0.28008, -1.98399, 2.14513], [1.79839, -3.32821, 2.50038], [-0.97318, -0.75024, 5.84617], [-1.30468, -0.18163, 4.17875], [-1.49280, 0.17394, 3.08832]]
}


No. 6
{
  "formula": "C23H31F24NO6",
  "method": "ωB97M-V with the def2-TZVPD basis set",
  "energy_ev": -103346.78681,
  "homo_energy_ev": -9.11,
  "multiplicity": 1,
  "fmax_ha_per_bohr": 0.0130,
  "smiles": "FC(F)C(F)(F)COC(F)(F)C(F)F.FC(F)C(F)(F)COC(F)(F)C(F)F.FC(F)C(F)(F)COC(F)(F)C(F)F.CCOCCOCNCCOC",
  "species": ["F", "C", "F", "C", "F", "F", "C", "O", "C", "F", "F", "C", "F", "F", "H", "H", "H", "H", "F", "C", "F", "C", "F", "F", "C", "O", "C", "F", "F", "C", "F", "F", "H", "H", "H", "H", "F", "C", "F", "C", "F", "F", "C", "O", "C", "F", "F", "C", "F", "F", "H", "H", "H", "H", "C", "C", "O", "C", "C", "O", "C", "N", "C", "C", "O", "C", "H", "H", "H", "H", "H", "H", "H", "H", "H", "H", "H", "H", "H", "H", "H", "H", "H", "H", "H"],
  "positions_angstrom": [[8.02141, -0.50333, 3.18171], [7.89240, 0.37894, 2.16818], [8.53611, 1.51725, 2.50629], [6.41356, 0.69325, 1.92424], [5.89835, 1.33635, 2.98678], [6.42008, 1.56206, 0.86081], [5.52584, -0.47395, 1.50453], [4.73250, -1.05613, 2.51699], [5.10693, -2.11070, 3.27385], [6.28731, -2.63635, 2.89831], [4.16062, -3.07962, 3.11293], [5.10616, -1.77098, 4.77034], [5.97369, -0.76868, 5.01596], [5.50744, -2.86586, 5.45671], [8.34935, -0.03462, 1.26562], [4.77540, -0.06861, 0.82906], [6.09568, -1.21596, 0.94243], [4.10501, -1.48325, 5.09308], [-0.13754, 0.56018, 2.20640], [-0.72163, -0.31029, 1.35773], [-1.77158, 0.31734, 0.77582], [-1.26162, -1.52942, 2.11937], [-2.24998, -1.14125, 2.94696], [-1.81134, -2.31903, 1.14355], [-0.26755, -2.43931, 2.85492], [-0.12924, -2.21914, 4.24614], [0.83237, -1.39850, 4.75024], [1.64714, -0.92541, 3.79755], [1.60354, -2.12323, 5.60912], [0.23070, -0.26167, 5.58815], [-0.59998, 0.48169, 4.83196], [1.23896, 0.52572, 6.02402], [-0.01072, -0.60895, 0.58368], [-0.70764, -3.43230, 2.78109], [0.69726, -2.45532, 2.34624], [-0.30918, -0.67751, 6.44056], [-8.01732, 2.43195, -3.27621], [-6.83122, 2.83901, -2.78183], [-6.10010, 3.35378, -3.79350], [-6.06958, 1.65316, -2.17950], [-5.74802, 0.77462, -3.14636], [-4.90492, 2.20086, -1.70168], [-6.70472, 0.93695, -0.98358], [-7.41003, -0.24672, -1.28865], [-8.74652, -0.23980, -1.55197], [-9.28801, 0.98380, -1.42695], [-9.35472, -1.04563, -0.64544], [-9.05157, -0.84098, -2.93402], [-8.42500, -0.13395, -3.89416], [-10.38275, -0.77384, -3.15006], [-6.99423, 3.61376, -2.02858], [-5.86214, 0.61258, -0.37399], [-7.30366, 1.63142, -0.39368], [-8.72502, -1.88164, -2.96677], [2.60418, -1.09837, -2.81469], [3.60516, -1.08340, -1.66839], [3.86632, 0.18862, -1.08494], [4.23404, 1.21829, -1.97376], [3.08166, 2.22010, -2.18627], [1.88673, 1.62703, -1.75336], [0.75414, 2.46057, -1.86830], [-0.37918, 1.70981, -1.41733], [-1.62866, 1.84651, -2.15796], [-2.14406, 0.52981, -2.76279], [-1.08461, -0.37819, -2.95698], [-1.50893, -1.69428, -3.22825], [2.97088, -0.56421, -3.69574], [2.43349, -2.13791, -3.11390], [1.65720, -0.64854, -2.51207], [3.21542, -1.68748, -0.84307], [4.55905, -1.53836, -1.98121], [4.56578, 0.79687, -2.92977], [5.08114, 1.75113, -1.53076], [3.01529, 2.48733, -3.25414], [3.27192, 3.14619, -1.62228], [0.92960, 3.37195, -1.27027], [0.60974, 2.75551, -2.91876], [-0.54719, 1.91468, -0.44337], [-2.40328, 2.20994, -1.47808], [-1.52484, 2.58506, -2.96030], [-2.92146, 0.09173, -2.11824], [-2.61497, 0.74687, -3.73450], [-0.86387, -2.12040, -4.00092], [-2.54428, -1.72504, -3.59022], [-1.43668, -2.31453, -2.32378]]
}